The following is a quantum chemistry calculation of a structure of composition C25H41AlCl3O2P2 at a distorted geometry, from the Open Molecules 2025 dataset.

Structure (XYZ):
```
74
C25H41AlCl3O2P2 (the ωB97M-V functional and the def2-TZVPD basis)
Al 1.940 -0.669 1.642
C -1.733 -1.108 2.954
C -1.425 -2.299 2.224
C 0.602 -1.418 2.979
C -0.549 -0.569 3.457
C -0.066 -2.533 2.245
C -3.095 -0.579 3.176
H -3.694 -0.671 2.260
H -3.055 0.474 3.459
H -3.635 -1.127 3.970
C -0.500 0.490 4.462
H -1.182 1.316 4.200
H 0.510 0.899 4.600
H -0.841 0.107 5.442
C 1.650 -1.781 4.010
H 1.162 -2.465 4.729
H 2.011 -0.896 4.547
H 2.520 -2.297 3.586
C 0.564 -3.811 1.855
H 0.224 -4.592 2.561
H 1.664 -3.802 1.869
H 0.244 -4.127 0.847
C -2.440 -3.203 1.633
H -2.641 -4.071 2.282
H -2.116 -3.590 0.655
H -3.386 -2.668 1.503
C -1.398 1.888 0.459
C -2.493 1.169 0.174
C -2.648 -0.133 -0.523
C -1.548 -0.353 -1.578
C -0.425 -1.064 -0.998
C 0.630 -0.433 -0.365
C 0.952 1.024 -0.533
C -0.138 2.115 -0.324
H -3.623 -0.107 -1.031
H -1.221 0.658 -1.930
H -2.687 -0.981 0.180
H -0.387 2.546 -1.335
H -1.410 2.471 1.394
H -3.455 1.621 0.431
H 0.400 2.952 0.156
H 1.821 1.323 0.083
H 1.537 -1.096 -0.377
H 1.352 1.214 -1.561
H -1.967 -0.920 -2.418
H -0.428 -2.167 -0.961
P -0.409 1.732 -3.415
C -0.590 3.489 -3.846
C -1.664 0.962 -4.500
P 1.841 -0.424 -3.265
C 1.216 1.179 -4.044
C 0.988 -1.550 -4.470
C 3.461 -0.346 -4.131
H 0.263 4.066 -3.463
H -1.511 3.879 -3.387
H -0.653 3.608 -4.941
H -1.551 1.366 -5.516
H -2.663 1.215 -4.104
H -1.576 -0.130 -4.520
H 3.339 -0.025 -5.170
H 3.922 -1.334 -4.086
H 4.097 0.374 -3.596
H 1.953 1.979 -3.836
H 1.120 1.059 -5.140
H 1.602 -2.453 -4.572
H 0.865 -1.081 -5.455
H 0.009 -1.847 -4.073
Cl 1.871 4.042 4.174
C 3.077 2.753 3.859
Cl 4.708 3.427 3.702
Cl 3.045 1.571 5.218
C 2.661 2.098 2.478
O 2.775 2.801 1.487
O 2.208 0.853 2.522
```

Properties
Orbital gap (spin up / spin down), eV: 4.14 / 4.13
DFT total energy, eV: -93416.7504
HOMO level (spin up / spin down), eV: -10.1 / -10.1
Net charge: +1
Molecular weight, g/mol: 568.89